{"formula": "C4HClN2O", "method": "the ωB97M-V functional and the def2-TZVPD basis", "species": ["N", "C", "C", "Cl", "C", "N", "C", "O", "H"], "coordinates": [[0.086, -0.186, -2.742], [0.226, -0.188, -1.596], [0.127, -0.072, -0.113], [-1.201, 1.170, 0.460], [1.319, 0.594, 0.633], [2.159, 1.134, 1.228], [-0.225, -1.256, 0.727], [-0.450, -2.493, 0.392], [-0.376, -1.052, 1.729]], "homo_ev": -11.8, "orbital_gap_ev": 9.90, "relative_energy_kcal_mol": 24.68, "multiplicity": 1, "smiles": "N#CC(Cl)(C#N)C=O", "fmax_ev_per_a": 8.479, "energy_ev": -21711.020}

{"formula": "C4HHgO2", "method": "the ωB97M-V functional and the def2-TZVPD basis", "species": ["O", "C", "C", "H", "C", "C", "O", "Hg"], "coordinates": [[-1.496, 0.378, -2.380], [-0.822, 0.783, -1.334], [-0.394, 1.589, -0.428], [-1.611, -0.582, -2.377], [0.711, -0.270, 1.130], [0.085, 0.421, 0.195], [1.424, -0.089, 2.137], [2.102, -2.230, 3.056]], "homo_ev": [-8.2, -8.1], "orbital_gap_ev": [6.97, 6.10], "relative_energy_kcal_mol": 51.12, "multiplicity": 2, "fmax_ev_per_a": 5.316, "energy_ev": -12425.281}

{"formula": "C4HIrLiO2", "method": "the ωB97M-V functional and the def2-TZVPD basis", "species": ["O", "C", "C", "C", "Li", "C", "O", "Ir", "H"], "coordinates": [[3.423, 0.100, 0.178], [2.205, 0.024, -0.020], [0.955, -0.096, 0.288], [-0.322, -0.759, 0.315], [-1.002, -2.398, -0.611], [-1.565, 0.123, 0.151], [-1.485, 1.399, -0.230], [0.365, 1.806, -0.553], [-2.574, -0.200, 0.482]], "homo_ev": [-5.9, -8.3], "orbital_gap_ev": [4.48, 6.63], "multiplicity": 6, "fmax_ev_per_a": 5.329, "energy_ev": -11293.679}

{"formula": "C4HLiNdO4", "method": "the ωB97M-V functional and the def2-TZVPD basis", "species": ["O", "C", "C", "C", "H", "Li", "O", "C", "O", "O", "Nd"], "coordinates": [[-1.805, -0.189, -1.874], [-2.203, -0.930, -2.630], [1.514, 0.563, -0.307], [1.461, 0.612, -1.515], [1.458, 0.838, -2.569], [-0.933, 1.146, -0.538], [1.620, -0.249, 0.750], [0.498, -0.427, 1.469], [0.568, -1.010, 2.558], [-0.541, 0.223, 1.133], [-1.637, -0.577, 3.521]], "homo_ev": [-20.9, -21.0], "charge": 3, "orbital_gap_ev": [3.74, 5.00], "multiplicity": 4, "fmax_ev_per_a": 4.137, "energy_ev": -27801.334}

{"formula": "C4HLiO4Pb", "method": "the ωB97M-V functional and the def2-TZVPD basis", "species": ["O", "C", "C", "C", "H", "Li", "O", "C", "O", "O", "Pb"], "coordinates": [[-0.777, -1.413, -3.190], [-1.486, -1.082, -4.006], [0.015, -0.486, -0.012], [-0.900, 0.493, 0.057], [-1.801, 0.714, -0.505], [0.446, -1.853, -1.500], [-0.716, 1.267, 1.244], [0.454, 0.965, 1.683], [1.090, 1.395, 2.651], [0.967, -0.061, 1.012], [2.708, 0.060, 2.568]], "homo_ev": -17.5, "charge": 2, "orbital_gap_ev": 7.14, "relative_energy_kcal_mol": 5.08, "multiplicity": 1, "fmax_ev_per_a": 3.005, "energy_ev": -17787.648}

{"formula": "C4HMgO2", "method": "the ωB97M-V functional and the def2-TZVPD basis", "species": ["O", "C", "C", "C", "C", "O", "Mg", "H"], "coordinates": [[0.178, -0.701, 1.508], [0.468, 2.998, 0.385], [0.089, 1.802, 0.486], [-0.318, 0.482, 0.577], [0.050, -0.451, -0.304], [-0.264, -1.097, -1.294], [0.396, -1.769, -2.966], [-0.599, -1.265, 1.609]], "homo_ev": [-12.3, -14.3], "charge": 1, "orbital_gap_ev": [5.23, 8.40], "multiplicity": 1, "fmax_ev_per_a": 4.384, "energy_ev": -13687.484}

{"formula": "C4HN2S2", "method": "the ωB97M-V functional and the def2-TZVPD basis", "species": ["C", "C", "C", "C", "N", "N", "S", "S", "H"], "coordinates": [[1.720, -1.253, -0.092], [-1.601, -0.014, 0.049], [0.223, 1.974, -0.475], [0.651, -0.439, 0.225], [2.599, -1.953, -0.377], [-0.596, -0.808, 0.102], [1.072, 1.192, 0.908], [-1.456, 1.677, -0.415], [-2.611, -0.377, 0.075]], "homo_ev": [-3.1, -3.1], "charge": -1, "orbital_gap_ev": [6.35, 6.35], "relative_energy_kcal_mol": 76.33, "multiplicity": 1, "fmax_ev_per_a": 2.197, "energy_ev": -28812.667}

{"formula": "C4HNO", "method": "the ωB97M-V functional and the def2-TZVPD basis", "species": ["N", "C", "C", "C", "C", "O", "H"], "coordinates": [[-3.466, -0.415, 0.017], [-2.305, -0.284, -0.093], [-0.977, -0.134, -0.030], [0.238, 0.457, -0.162], [1.811, 0.166, -0.044], [2.237, -0.995, -0.039], [2.462, 1.204, 0.351]], "homo_ev": -10.8, "orbital_gap_ev": 9.16, "relative_energy_kcal_mol": 46.38, "multiplicity": 1, "smiles": "N#CC#CC=O", "fmax_ev_per_a": 11.134, "energy_ev": -7696.558}